[1]
{
  "formula": "C3H4N2O2",
  "method": "the ωB97M-V functional and the def2-TZVPD basis",
  "relative_energy_kcal_mol": 96.0,
  "molar_mass_g_mol": 100.08,
  "total_charge": 0,
  "total_energy_ha": -376.6108,
  "largest_force_ev_per_a": 6.47,
  "orbital_gap_ha": 0.337,
  "lumo_ev": 0.225,
  "e_homo_ev": -8.94,
  "symbols": ["C", "C", "C", "N", "N", "O", "O", "H", "H", "H", "H"],
  "xyz": [[-0.26745, 0.57611, -0.26871], [-2.22674, 1.90776, 2.37435], [0.72084, -0.40047, -0.19313], [-3.03672, 1.08528, 2.19291], [0.67186, -1.63920, 0.11050], [-0.86722, 1.02329, -1.21207], [-1.52771, 2.75794, 2.72841], [-0.15569, 1.15852, 0.63471], [-3.39803, 0.64706, 1.27290], [1.53093, -2.08257, 0.29880], [-0.16340, -2.08225, 0.40469]],
  "atomic_forces_ev_per_a": [[0.7, 0.2, 0.1], [1.4, 2.4, 0.6], [1.0, 0.0, -0.7], [-3.6, -4.3, -3.2], [-0.2, 0.9, 0.3], [-1.1, 0.2, -1.2], [1.0, 0.6, 0.1], [-0.3, 0.6, 1.3], [1.1, 1.3, 2.4], [0.9, -1.0, 0.0], [-0.9, -0.8, 0.2]],
  "mulliken_charge": [0.40, 0.52, -0.39, -0.44, -0.19, -0.53, -0.40, 0.21, 0.34, 0.27, 0.22]
}

---

[2]
{
  "formula": "C3H4N2O2",
  "method": "the ωB97M-V functional and the def2-TZVPD basis",
  "relative_energy_kcal_mol": 86.0,
  "molar_mass_g_mol": 100.08,
  "total_charge": 0,
  "total_energy_ha": -376.6267,
  "largest_force_ev_per_a": 0.53,
  "orbital_gap_ha": 0.343,
  "lumo_ev": -0.305,
  "e_homo_ev": -9.63,
  "symbols": ["C", "N", "N", "C", "O", "C", "O", "H", "H", "H", "H"],
  "xyz": [[-1.54941, -0.73635, -0.38272], [-0.36891, -0.30731, -0.14868], [0.73409, -1.05429, -0.42368], [1.78351, -0.35153, -0.00773], [1.70000, 0.76720, 0.55335], [-0.20210, 1.14048, 0.40168], [-0.46119, 2.04989, -0.33403], [-2.39497, -0.09049, -0.16990], [-1.67440, -1.73434, -0.79204], [-0.32495, 1.13030, 1.49143], [2.75834, -0.81356, -0.18768]],
  "atomic_forces_ev_per_a": [[0.1, 0.0, 0.1], [-0.5, -0.1, -0.2], [0.2, 0.1, 0.1], [0.0, 0.0, 0.0], [-0.2, -0.2, -0.1], [-0.1, 0.4, 0.0], [0.1, -0.5, 0.2], [0.2, 0.0, 0.0], [0.1, 0.2, 0.1], [0.1, 0.0, -0.1], [-0.1, 0.0, 0.0]],
  "mulliken_charge": [-0.22, 0.57, -0.87, 0.12, -0.53, 0.10, -0.48, 0.25, 0.30, 0.35, 0.41]
}

---

[3]
{
  "formula": "C3H4N2O2",
  "method": "the ωB97M-V functional and the def2-TZVPD basis",
  "relative_energy_kcal_mol": 75.6,
  "molar_mass_g_mol": 100.08,
  "total_charge": 0,
  "total_energy_ha": -376.6433,
  "largest_force_ev_per_a": 4.63,
  "orbital_gap_ha": 0.358,
  "lumo_ev": 0.537,
  "e_homo_ev": -9.20,
  "symbols": ["C", "C", "C", "N", "N", "O", "O", "H", "H", "H", "H"],
  "xyz": [[0.51856, -1.54840, 0.17121], [1.39117, 0.39142, -0.05217], [-0.49385, 0.41854, -0.64250], [1.60956, -0.89379, 0.34544], [-1.20884, 1.18899, 0.37814], [2.08377, 1.34411, -0.12732], [-0.52742, -1.04958, -0.36185], [0.28948, -2.63899, 0.36685], [-0.64146, 0.44534, -1.76205], [-2.21248, 1.02108, 0.40244], [-0.80850, 1.32128, 1.28181]],
  "atomic_forces_ev_per_a": [[0.1, -1.9, 0.1], [-2.3, 1.3, -1.9], [3.5, -0.7, 2.9], [0.0, -0.3, 0.5], [-0.4, -1.0, -3.1], [0.1, -0.1, 0.3], [-2.8, 0.9, -0.9], [1.2, 1.2, 0.2], [-0.3, 0.8, 1.7], [0.4, 0.1, 0.0], [0.5, -0.2, 0.2]],
  "mulliken_charge": [0.31, 0.43, -0.06, -0.54, -0.50, -0.44, -0.30, 0.36, 0.30, 0.22, 0.22]
}

---

[4]
{
  "formula": "C3H4N2O2",
  "method": "the ωB97M-V functional and the def2-TZVPD basis",
  "relative_energy_kcal_mol": 149.4,
  "molar_mass_g_mol": 100.08,
  "total_charge": 0,
  "total_energy_ha": -376.5257,
  "largest_force_ev_per_a": 5.66,
  "orbital_gap_ha": [0.289, 0.285],
  "lumo_ev": [-0.413, -0.527],
  "e_homo_ev": [-8.27, -8.29],
  "symbols": ["H", "N", "C", "C", "C", "O", "N", "O", "H", "H", "H"],
  "xyz": [[-0.39695, -0.69095, 2.35132], [0.34034, -0.67667, 1.65106], [0.15975, 0.07322, 0.65141], [0.97776, 0.20048, -0.56964], [-0.03426, -0.69386, -1.28471], [-0.96599, -0.22005, -1.94961], [-1.20153, 1.00982, 0.52392], [-1.81594, 1.79306, 1.13818], [0.96759, 1.19995, -1.00278], [1.97334, -0.24135, -0.51396], [-0.00412, -1.75364, -0.99520]],
  "atomic_forces_ev_per_a": [[0.0, 0.4, 0.0], [0.1, -0.4, -1.4], [-0.5, 2.7, 4.9], [-0.9, -0.6, -0.7], [-2.3, 1.2, -2.7], [2.5, -1.5, 1.3], [0.3, -2.3, -4.0], [1.0, 0.6, 2.5], [-0.1, -0.1, 0.1], [-0.2, 0.0, 0.4], [0.1, -0.1, -0.2]],
  "mulliken_charge": [0.27, -0.58, 0.44, -0.39, 0.00, -0.46, 0.13, -0.36, 0.27, 0.29, 0.38]
}

---

[5]
{
  "formula": "C3H4N2O2",
  "method": "the ωB97M-V functional and the def2-TZVPD basis",
  "relative_energy_kcal_mol": 152.3,
  "molar_mass_g_mol": 100.08,
  "total_charge": 0,
  "total_energy_ha": -376.5211,
  "largest_force_ev_per_a": 4.60,
  "orbital_gap_ha": [0.336, 0.282],
  "lumo_ev": [-1.088, -1.481],
  "e_homo_ev": [-10.22, -9.16],
  "symbols": ["C", "C", "C", "N", "N", "O", "O", "H", "H", "H", "H"],
  "xyz": [[-0.19648, -0.74551, 0.21737], [-1.14729, 0.25754, -0.71485], [1.01991, 0.24625, 0.24305], [-1.32719, 1.41175, -0.48835], [1.27621, 0.85870, 1.24784], [1.52546, 0.30713, -1.01710], [-0.82788, -1.04267, 1.33561], [0.10432, -1.70142, -0.28320], [-1.21985, -0.40090, -1.60145], [1.83797, 1.15072, -0.93505], [-1.04519, -0.34159, 1.99613]],
  "atomic_forces_ev_per_a": [[0.8, 2.0, -0.9], [1.7, -3.6, -1.1], [-1.8, -3.6, -1.2], [-0.9, 1.7, 0.4], [0.9, 1.6, 2.1], [-1.0, -2.6, 0.5], [-1.1, -0.9, 2.8], [-0.5, 0.9, 0.1], [-1.0, 0.8, -0.3], [2.2, 3.9, -1.1], [0.6, -0.3, -1.3]],
  "mulliken_charge": [-0.03, 0.18, 0.51, -0.49, -0.54, -0.41, -0.55, 0.34, 0.28, 0.32, 0.39]
}

---

[6]
{
  "formula": "C3H4N2O2",
  "method": "the ωB97M-V functional and the def2-TZVPD basis",
  "relative_energy_kcal_mol": 95.6,
  "molar_mass_g_mol": 100.08,
  "total_charge": 0,
  "total_energy_ha": -376.6114,
  "largest_force_ev_per_a": 0.82,
  "orbital_gap_ha": 0.388,
  "lumo_ev": 0.745,
  "e_homo_ev": -9.82,
  "symbols": ["C", "N", "C", "N", "H", "H", "H", "H", "O", "C", "O"],
  "xyz": [[1.37055, -0.40223, -0.33044], [0.05506, 0.21956, -0.19895], [-1.02474, -0.10849, -1.04896], [-0.47204, 0.90893, -1.49215], [1.40952, -1.23790, -1.03630], [2.07715, 0.37352, -0.63917], [1.66275, -0.74359, 0.66955], [-1.88229, -0.76243, -1.15986], [-2.06272, 0.57058, 1.13877], [-1.00570, 0.58149, 1.66119], [-0.12755, 0.60055, 2.43631]],
  "atomic_forces_ev_per_a": [[0.0, -0.1, -0.1], [0.1, 0.0, 0.2], [0.5, 0.2, -0.5], [-0.3, -0.3, -0.2], [0.0, 0.1, 0.0], [-0.1, -0.2, 0.0], [-0.1, 0.0, -0.2], [0.3, 0.0, 0.0], [0.5, 0.1, 0.6], [-0.4, 0.1, 0.6], [-0.5, 0.0, -0.4]],
  "mulliken_charge": [-0.80, -0.10, 0.21, -0.45, 0.31, 0.27, 0.30, 0.31, -0.48, 0.88, -0.43]
}